[1]
{
  "formula": "C3H6N4",
  "method": "the ωB97M-V functional and the def2-TZVPD basis",
  "multiplicity": 1,
  "total_energy_ev": -9167.7344,
  "relative_energy_ev": 1.122,
  "lumo_ha": 0.035,
  "species": ["C", "C", "C", "H", "H", "H", "H", "H", "H", "N", "N", "N", "N"],
  "coordinates": [[1.9751, -0.6689, 0.0100], [-1.4756, -0.9302, 0.0272], [-0.0789, 0.8712, -0.0243], [2.3981, -0.1149, -0.7724], [2.1387, -1.7701, -0.1963], [2.4456, -0.4956, 1.0522], [-2.3551, -1.5196, 0.0354], [-2.2912, 1.0167, 0.0583], [1.2453, 2.2995, 0.0174], [0.5657, -0.3929, -0.0019], [-0.2894, -1.4309, -0.0392], [-1.4339, 0.4269, 0.0059], [0.2855, 2.1043, -0.0038]],
  "nbo_charge": [-0.409, 0.162, 0.549, 0.206, 0.236, 0.201, 0.206, 0.431, 0.354, -0.267, -0.276, -0.591, -0.802]
}

[2]
{
  "formula": "C3H6N4O",
  "method": "the ωB97M-V functional and the def2-TZVPD basis",
  "multiplicity": 1,
  "total_energy_ev": -11209.7296,
  "relative_energy_ev": 7.047,
  "lumo_ha": [-0.001, -0.041],
  "species": ["C", "C", "C", "N", "N", "N", "N", "O", "H", "H", "H", "H", "H", "H"],
  "coordinates": [[2.4746, 0.0619, 0.7743], [0.9461, -0.1491, -0.6354], [-1.5166, -0.6837, 0.3805], [1.2561, 0.5038, 0.5124], [1.8561, -1.0201, -0.9897], [-1.8617, 1.1698, -0.8915], [-1.6190, -0.0781, -0.8847], [2.9097, -0.8389, -0.0757], [3.1652, 0.3992, 1.5435], [-1.0359, -0.0076, 1.0055], [-2.3598, -1.2120, 0.9180], [-0.7988, -1.5842, 0.2140], [-1.7733, 1.6752, -1.7758], [-1.6429, 1.7637, -0.0954]],
  "nbo_charge": [0.352, 0.246, -0.499, -0.605, -0.252, -0.475, -0.080, -0.292, 0.197, 0.199, 0.224, 0.243, 0.387, 0.355]
}

[3]
{
  "formula": "C3H6N4O",
  "method": "the ωB97M-V functional and the def2-TZVPD basis",
  "multiplicity": 1,
  "total_energy_ev": -11212.7465,
  "relative_energy_ev": 4.030,
  "lumo_ha": [-0.050, -0.050],
  "species": ["C", "C", "C", "N", "N", "N", "N", "O", "H", "H", "H", "H", "H", "H"],
  "coordinates": [[1.1745, 0.9703, 0.4757], [-0.1536, -0.7584, -1.0455], [-0.2324, 0.4158, 0.1860], [2.0641, 0.0496, 1.1258], [-1.3637, -0.9101, -1.5050], [-2.4452, -0.8170, -0.8041], [-1.2727, 0.5677, 0.8000], [0.9359, -1.2202, -1.2785], [-3.1598, -0.3192, -1.3481], [-2.1605, -0.0887, 0.2236], [1.7060, -0.2704, 2.0170], [2.2705, -0.7452, 0.5323], [1.0279, 1.8530, 1.0982], [1.6088, 1.2729, -0.4774]],
  "nbo_charge": [-0.256, 0.573, 0.197, -0.806, -0.209, -0.400, -0.425, -0.558, 0.352, 0.342, 0.362, 0.386, 0.219, 0.223]
}

[4]
{
  "formula": "C3H6N4O",
  "method": "the ωB97M-V functional and the def2-TZVPD basis",
  "multiplicity": 1,
  "total_energy_ev": -11211.1286,
  "relative_energy_ev": 5.648,
  "lumo_ha": 0.025,
  "species": ["C", "C", "C", "H", "H", "H", "H", "H", "H", "N", "N", "N", "N", "O"],
  "coordinates": [[0.8968, 0.9442, 0.1878], [0.1255, 0.2592, 1.3859], [-2.0692, 0.5892, -0.6943], [0.1064, -1.3434, -0.7758], [1.4425, -2.3814, -0.2691], [2.0585, -0.1752, -1.2135], [0.8324, 0.2490, 2.4679], [-2.5074, 1.5430, -0.4101], [-2.1846, 0.2318, -1.6940], [1.0146, -1.4160, -0.1403], [1.7148, -0.1975, -0.1805], [-1.0634, -0.1391, 1.2841], [-1.5247, -0.2634, 0.0803], [1.1576, 2.0996, -0.0283]],
  "nbo_charge": [0.611, -0.003, -0.113, 0.363, 0.396, 0.362, 0.239, 0.179, 0.183, -0.726, -0.472, -0.245, -0.241, -0.532]
}